# C12H19F2N4Pd

A molecular structure, C12H19F2N4Pd (ωB97M-V with the def2-TZVPD basis set, the OMol25 dataset).

Properties
Energy (Ha): -1015.0379

ORCA input file:
```
! wB97M-V def2-TZVPD RIJCOSX def2/J DEFGRID3
* xyz 1 3
Pd 0.011 0.432 1.242
C -1.266 2.575 -0.439
C -1.866 1.248 -0.885
N -2.106 0.331 0.244
C -2.405 -1.040 -0.197
C -1.152 -1.866 -0.433
C -1.197 -3.208 -0.773
C 0.004 -3.881 -0.944
C 1.209 -3.214 -0.776
C 1.171 -1.873 -0.434
C 2.426 -1.054 -0.189
N 2.123 0.325 0.218
C 1.845 1.208 -0.929
C 1.264 2.549 -0.500
N 0.015 2.439 0.289
N 0.011 -1.237 -0.285
H -1.967 3.082 0.227
H -1.139 3.215 -1.317
H -1.188 0.742 -1.574
H -2.791 1.450 -1.436
H -2.858 0.671 0.831
H -2.994 -1.031 -1.122
H -3.015 -1.530 0.562
H -2.144 -3.717 -0.890
H 0.001 -4.933 -1.199
H 2.153 -3.728 -0.895
H 3.038 -1.069 -1.099
H 3.011 -1.530 0.598
H 2.887 0.693 0.772
H 1.141 0.684 -1.578
H 2.750 1.391 -1.519
H 1.097 3.162 -1.390
H 1.992 3.076 0.118
H 0.040 3.125 1.031
F 1.100 0.105 3.772
C -0.025 0.756 3.320
F -1.087 -0.041 3.704
H -0.090 1.695 3.874
*
```